Record 1
{"formula": "C23H19N3O4S", "method": "ωB97M-V/def2-TZVPD", "energy_ev": -47652.8587, "smiles": "CCOc1ccccc1C(=O)C(=O)[C@@H]1C(=O)N(c2nc(-c3ccccc3)cs2)N=C1C", "charge": 0, "species": ["C", "C", "O", "C", "C", "C", "C", "C", "C", "C", "O", "C", "O", "C", "C", "O", "N", "C", "N", "C", "C", "C", "C", "C", "C", "C", "C", "S", "N", "C", "C", "H", "H", "H", "H", "H", "H", "H", "H", "H", "H", "H", "H", "H", "H", "H", "H", "H", "H", "H"], "coordinates": [[-1.277, -1.363, 4.507], [-0.600, -0.029, 4.917], [-0.494, 0.807, 3.759], [-0.344, 2.177, 3.874], [-0.866, 2.932, 4.952], [-0.618, 4.321, 5.074], [0.147, 4.941, 4.100], [0.642, 4.247, 3.001], [0.408, 2.857, 2.865], [0.895, 2.127, 1.660], [0.294, 2.360, 0.632], [2.011, 1.100, 1.780], [2.632, 0.958, 2.832], [2.418, 0.128, 0.686], [2.127, 0.611, -0.700], [2.772, 1.512, -1.185], [1.214, -0.237, -1.252], [0.769, -0.096, -2.573], [0.063, -1.034, -3.131], [-0.224, -0.760, -4.436], [-1.035, -1.712, -5.280], [-1.533, -2.902, -4.720], [-2.220, -3.862, -5.491], [-2.416, -3.663, -6.830], [-1.995, -2.500, -7.409], [-1.364, -1.533, -6.622], [0.222, 0.416, -4.895], [1.136, 1.258, -3.677], [0.915, -1.287, -0.424], [1.581, -1.092, 0.682], [1.724, -2.147, 1.738], [-1.138, -2.123, 5.312], [-0.851, -1.772, 3.614], [-2.335, -1.172, 4.330], [0.385, -0.198, 5.272], [-1.119, 0.418, 5.742], [-1.504, 2.458, 5.707], [-0.970, 4.881, 5.942], [0.376, 5.979, 4.211], [1.174, 4.802, 2.230], [3.498, -0.113, 0.769], [-1.366, -3.117, -3.673], [-2.521, -4.804, -5.003], [-2.896, -4.436, -7.418], [-2.164, -2.292, -8.453], [-1.032, -0.618, -7.061], [0.115, 0.740, -5.919], [2.792, -2.357, 1.857], [1.219, -3.058, 1.426], [1.353, -1.752, 2.686]]}

Record 2
{"formula": "C23H19N3O9Pt", "method": "ωB97M-V/def2-TZVPD", "energy_ev": -50303.0792, "de_lowest_ev": 0.038, "charge": -2, "species": ["Pt", "C", "N", "C", "C", "C", "C", "C", "C", "C", "C", "H", "H", "H", "H", "H", "H", "H", "H", "H", "H", "H", "H", "O", "C", "O", "C", "C", "C", "C", "C", "C", "O", "N", "O", "O", "N", "O", "O", "H", "H", "O", "C", "O", "C", "C", "C", "C", "C", "C", "H", "H", "H", "H", "H"], "coordinates": [[-0.837, 0.417, -1.353], [-0.211, 0.774, 1.545], [-0.043, -0.205, 0.449], [-0.687, -1.477, 0.869], [1.416, -0.459, 0.243], [1.611, -1.038, -1.126], [2.679, -1.855, -1.467], [2.821, -2.294, -2.779], [1.886, -1.912, -3.734], [0.808, -1.104, -3.386], [0.650, -0.654, -2.075], [0.268, 0.385, 2.448], [-1.272, 0.944, 1.708], [0.244, 1.717, 1.245], [-0.285, -1.787, 1.838], [-0.500, -2.231, 0.107], [-1.759, -1.309, 0.951], [1.797, -1.073, 1.064], [1.910, 0.513, 0.302], [3.398, -2.151, -0.709], [3.652, -2.935, -3.052], [1.995, -2.252, -4.758], [0.081, -0.806, -4.132], [-2.878, 1.721, -4.722], [-2.479, 1.667, -3.562], [-1.591, 0.821, -3.184], [-3.157, 2.593, -2.551], [-4.038, 3.496, -3.101], [-4.758, 4.402, -2.325], [-4.604, 4.424, -0.948], [-3.710, 3.553, -0.386], [-2.959, 2.568, -1.123], [-2.246, 1.741, -0.487], [-3.541, 3.661, 1.062], [-4.549, 3.841, 1.735], [-2.425, 3.573, 1.527], [-5.670, 5.330, -2.944], [-6.291, 6.106, -2.224], [-5.807, 5.298, -4.158], [-4.164, 3.473, -4.174], [-5.160, 5.113, -0.333], [2.123, -1.156, 3.387], [1.561, -2.105, 3.977], [0.371, -2.476, 3.904], [2.462, -2.930, 4.920], [3.802, -2.600, 5.087], [4.615, -3.340, 5.936], [4.092, -4.425, 6.630], [2.754, -4.761, 6.468], [1.947, -4.016, 5.618], [4.180, -1.752, 4.531], [5.659, -3.073, 6.057], [4.725, -5.005, 7.293], [2.340, -5.607, 7.006], [0.900, -4.251, 5.472]]}

Record 3
{"formula": "C23H19N8O4PtSSe", "method": "ωB97M-V/def2-TZVPD", "energy_ev": -123700.8063, "de_lowest_ev": 0.527, "charge": -1, "species": ["Pt", "N", "C", "C", "C", "C", "C", "C", "S", "O", "O", "N", "C", "N", "C", "C", "C", "N", "H", "H", "H", "H", "H", "H", "H", "H", "H", "Se", "C", "N", "O", "C", "O", "H", "C", "C", "N", "C", "C", "C", "C", "C", "C", "C", "C", "N", "C", "N", "H", "H", "H", "H", "H", "H", "H", "H", "H"], "coordinates": [[0.083, 0.459, -0.118], [5.505, 2.233, -5.056], [5.010, 1.869, -3.795], [5.546, 0.775, -3.112], [5.082, 0.436, -1.851], [4.085, 1.199, -1.259], [3.543, 2.290, -1.929], [4.005, 2.625, -3.187], [3.421, 0.730, 0.304], [4.368, -0.138, 0.934], [3.007, 1.933, 0.974], [2.052, -0.039, -0.104], [1.951, -1.221, -0.776], [2.916, -2.091, -1.060], [2.500, -3.234, -1.613], [1.174, -3.525, -1.880], [0.247, -2.523, -1.632], [0.641, -1.360, -1.141], [5.922, 1.476, -5.571], [4.850, 2.746, -5.623], [6.330, 0.185, -3.577], [5.478, -0.421, -1.318], [2.750, 2.865, -1.458], [3.582, 3.478, -3.709], [3.278, -3.956, -1.847], [0.870, -4.478, -2.283], [-0.810, -2.637, -1.835], [-0.624, -1.523, 2.087], [-1.668, -2.564, 1.019], [-2.337, -3.226, 0.332], [-1.703, 2.294, -2.062], [-2.343, 1.559, -1.310], [-1.913, 0.772, -0.376], [-3.443, 1.522, -1.376], [-0.567, 3.570, 2.650], [-0.274, 2.359, 2.060], [0.032, 2.277, 0.757], [0.089, 3.385, 0.022], [-0.166, 4.639, 0.550], [-0.534, 4.722, 1.880], [-0.090, 5.823, -0.335], [0.989, 6.295, -0.945], [2.397, 5.879, -0.760], [3.368, 6.311, -1.655], [4.678, 5.947, -1.400], [5.030, 5.209, -0.354], [4.025, 4.826, 0.435], [2.737, 5.133, 0.290], [-0.829, 3.599, 3.700], [-0.307, 1.424, 2.600], [0.325, 3.252, -1.025], [-0.769, 5.687, 2.320], [-1.035, 6.322, -0.541], [0.850, 7.110, -1.648], [3.107, 6.914, -2.516], [5.480, 6.260, -2.061], [4.275, 4.193, 1.281]]}

Number 1: HOMO-LUMO gap 7.106 eV, HOMO -0.2986 hartree, LUMO level -1.02 eV. Number 2: HOMO-LUMO gap 7.173 eV, HOMO -0.1121 hartree, LUMO level 4.12 eV. Number 3: HOMO-LUMO gap 5.525 eV, HOMO -0.1356 hartree, LUMO level 1.83 eV.